3 unconnected molecules or ions with the total composition C4H14N2O2 at a distorted geometry. Source: the OMol25 dataset; level of theory: wB97M-V/def2-TZVPD.

```
22
Properties=species:S:1:pos:R:3:lowdin_charge:R:1
C -1.697 1.528 -0.003 -0.30
C -0.297 1.510 2.110 -0.20
N -2.252 0.427 -0.459 0.21
O -0.551 1.937 -0.494 -0.07
H -0.103 1.970 0.554 0.08
H -2.293 2.155 0.650 0.14
H -3.164 0.153 -0.131 0.13
H -1.679 -0.263 -0.966 0.09
H 0.768 1.626 2.354 -0.04
H -0.860 2.165 2.781 -0.04
H -0.571 0.477 2.343 -0.04
C 0.807 -0.754 -1.746 -0.24
C 1.546 -0.780 -0.412 -0.24
N 1.549 -2.163 0.089 0.00
O -0.454 -1.420 -1.609 -0.12
H -0.259 -2.163 -1.009 0.08
H 1.670 -2.195 1.093 0.07
H 2.285 -2.717 -0.334 0.08
H 1.397 -1.252 -2.527 0.11
H 0.608 0.273 -2.053 0.10
H 1.001 -0.165 0.304 0.09
H 2.547 -0.348 -0.533 0.12
```

The value obtained for the relative energy (zero: lowest compared OMol25 entry of this formula, charge and spin) is 79.5 kcal/mol. As for the multiplicity: 1. Its HOMO-LUMO gap is 7.83 eV. The value obtained for the HOMO energy is -7.09 eV. The energy comes out at -11447.241 eV.

A molecular structure, C16H15N5O3S3TeW. Source: the OMol25 dataset; level of theory: wB97M-V/def2-TZVPD.

```
44
Properties=species:S:1:pos:R:3:lowdin_charge:R:1
W 0.972 -1.432 -0.111 0.97
N -0.053 6.586 -1.140 0.12
C 0.390 5.286 -1.133 -0.31
C 0.070 4.434 -0.068 -0.02
C 0.549 3.142 -0.039 -0.06
C 1.359 2.686 -1.075 -0.31
C 1.688 3.520 -2.139 -0.04
C 1.209 4.811 -2.166 -0.02
S 1.896 1.036 -1.111 0.63
O 3.157 0.924 -1.766 -0.26
O 1.827 0.548 0.313 -0.46
N 0.790 0.091 -1.827 -0.18
C -0.526 0.436 -1.471 -0.53
N -1.297 1.218 -2.198 0.17
C -2.530 1.392 -1.719 -0.09
C -2.993 0.799 -0.551 -0.01
C -2.112 -0.007 0.144 -0.11
N -0.876 -0.162 -0.326 -0.08
H -0.818 6.828 -0.535 0.10
H -0.023 7.089 -2.010 0.10
H -0.547 4.799 0.744 0.12
H 0.312 2.488 0.790 0.12
H 2.321 3.151 -2.934 0.12
H 1.470 5.467 -2.986 0.12
H -3.179 2.033 -2.304 0.11
H -4.004 0.948 -0.207 0.11
H -2.354 -0.539 1.055 0.08
S -0.381 -3.000 -1.215 0.54
C -1.831 -3.155 -0.341 -0.79
N -2.869 -3.145 0.166 0.09
C 3.615 -2.840 0.836 -0.12
O 2.528 -2.328 0.101 -0.49
H 3.328 -2.873 1.889 0.06
H 4.476 -2.187 0.698 0.09
H 3.843 -3.842 0.478 0.09
Te 0.226 -1.834 2.434 0.89
C -0.481 -3.810 2.510 -1.03
C -1.653 -4.279 3.025 -0.27
C -1.765 -5.694 2.952 -0.20
C -0.672 -6.276 2.386 -0.43
S 0.493 -5.105 1.945 0.90
H -2.424 -3.628 3.413 0.10
H -2.627 -6.251 3.292 0.10
H -0.502 -7.324 2.199 0.06
```

The value obtained for the relative energy (zero: lowest compared OMol25 entry of this formula, charge and spin) is 0.4 kcal/mol. As for the multiplicity: 1. Its HOMO-LUMO gap (alpha / beta) is 6.94 / 6.94 eV. The value obtained for the HOMO energy (alpha / beta) is -7.43 / -7.43 eV. The energy comes out at -72052.748 eV.

What did the first record say?
3 unconnected molecules or ions with the total composition C4H14N2O2 at a distorted geometry. Source: the OMol25 dataset; level of theory: wB97M-V/def2-TZVPD.

```
22
Properties=species:S:1:pos:R:3:lowdin_charge:R:1
C -1.697 1.528 -0.003 -0.30
C -0.297 1.510 2.110 -0.20
N -2.252 0.427 -0.459 0.21
O -0.551 1.937 -0.494 -0.07
H -0.103 1.970 0.554 0.08
H -2.293 2.155 0.650 0.14
H -3.164 0.153 -0.131 0.13
H -1.679 -0.263 -0.966 0.09
H 0.768 1.626 2.354 -0.04
H -0.860 2.165 2.781 -0.04
H -0.571 0.477 2.343 -0.04
C 0.807 -0.754 -1.746 -0.24
C 1.546 -0.780 -0.412 -0.24
N 1.549 -2.163 0.089 0.00
O -0.454 -1.420 -1.609 -0.12
H -0.259 -2.163 -1.009 0.08
H 1.670 -2.195 1.093 0.07
H 2.285 -2.717 -0.334 0.08
H 1.397 -1.252 -2.527 0.11
H 0.608 0.273 -2.053 0.10
H 1.001 -0.165 0.304 0.09
H 2.547 -0.348 -0.533 0.12
```

The value obtained for the relative energy (zero: lowest compared OMol25 entry of this formula, charge and spin) is 79.5 kcal/mol. As for the multiplicity: 1. Its HOMO-LUMO gap is 7.83 eV. The value obtained for the HOMO energy is -7.09 eV. The energy comes out at -11447.241 eV.

> relative energy (zero: lowest compared OMol25 entry of this formula, charge and spin) of number 2 (C16H15N5O3S3TeW)?

0.4 kcal/mol